No. 1
The following is a quantum chemistry calculation of 2 unconnected molecules or ions with the total composition CH7N2S, from OMol25.

CARTESIAN COORDINATES (ANGSTROEM)
S: 1.766 1.288 -2.144
H: 2.358 0.342 -1.531
N: -1.101 0.730 -0.157
C: -0.947 -0.599 0.488
N: 0.497 -1.001 0.801
H: -0.810 1.383 0.505
H: -0.771 0.881 -1.114
H: -1.530 -0.510 1.524
H: -1.390 -1.394 -0.049
H: 1.107 -0.673 -0.015
H: 0.821 -0.447 1.691

Force components x, y, z for each atom (eV/Å):
S -1.0 1.6 -1.1
H 1.1 -1.6 1.0
N -1.7 -2.6 -0.3
C 1.1 2.2 2.2
N 0.2 1.7 0.8
H 0.8 1.5 0.5
H 0.6 -0.3 0.8
H 1.3 -0.4 -2.0
H -0.5 -0.6 -0.9
H -1.2 -0.3 1.5
H -0.7 -1.2 -2.5

Properties
* E_LUMO: 4.18 eV
* Kohn-Sham gap: 6.9 eV
* HOMO: -2.76 eV
* charge: -1

---

No. 2
The following is a quantum chemistry calculation of 2 unconnected molecules or ions with the total composition CH7N2S, from OMol25.

CARTESIAN COORDINATES (ANGSTROEM)
C: 1.583 0.203 0.334
N: -2.619 -0.053 0.193
N: 2.511 -0.237 -0.464
S: -1.288 0.695 -0.856
H: 1.086 -0.612 0.820
H: 1.144 1.177 0.350
H: -2.379 -1.052 0.173
H: -2.450 0.324 1.172
H: 3.011 0.395 -1.117
H: 2.863 -1.191 -0.348
H: -3.462 0.351 -0.257

Force components x, y, z for each atom (eV/Å):
C 0.0 -1.9 -1.8
N 1.6 1.4 1.0
N 0.2 1.5 0.4
S 0.5 -0.1 0.1
H -0.2 0.1 1.0
H 0.3 0.6 0.0
H -1.3 0.4 -0.2
H -0.8 -0.6 -1.6
H -0.4 -0.6 0.6
H -0.3 0.4 -0.4
H 0.3 -1.2 0.7

Properties
* E_LUMO: -4.96 eV
* Kohn-Sham gap: 7.1 eV
* HOMO: -12.06 eV
* charge: +1

---

No. 3
The following is a quantum chemistry calculation of 2 unconnected molecules or ions with the total composition CH7N3, from OMol25.

CARTESIAN COORDINATES (ANGSTROEM)
C: 1.826 0.002 0.182
N: -1.183 1.125 0.036
N: -1.150 -1.075 -0.052
N: -0.793 0.012 0.692
H: 1.790 0.764 0.890
H: 1.501 -1.066 0.428
H: 2.284 0.075 -0.827
H: -0.935 1.188 -0.916
H: -0.929 2.013 0.435
H: -0.727 -1.925 0.121
H: -1.685 -1.114 -0.990

Force components x, y, z for each atom (eV/Å):
C 0.1 -3.4 -1.7
N -1.2 1.0 0.1
N -2.4 0.9 -2.5
N 0.2 -0.7 -0.2
H 0.1 1.0 0.9
H 0.6 2.0 -0.1
H -0.4 0.4 0.9
H 0.4 -0.4 -1.5
H 0.2 -0.3 0.9
H 1.2 -1.5 1.0
H 1.2 1.1 2.2

Properties
* E_LUMO (spin up / spin down): 0.59 / 1.05 eV
* Kohn-Sham gap (spin up / spin down): 7.3 / 9.3 eV
* HOMO (spin up / spin down): -6.71 / -8.25 eV

---

No. 4
The following is a quantum chemistry calculation of 2 unconnected molecules or ions with the total composition CH7N3, from OMol25.

CARTESIAN COORDINATES (ANGSTROEM)
H: 2.369 -0.608 0.185
N: 2.021 0.182 -0.348
C: 1.112 -0.122 -1.180
N: 0.157 0.783 -1.545
H: 0.945 -1.155 -1.504
H: -0.679 0.551 -2.042
H: 0.095 1.482 -0.820
N: -2.567 -0.673 2.537
H: -2.222 -1.381 1.902
H: -1.835 -0.259 3.097
H: -2.891 -0.002 1.846

Force components x, y, z for each atom (eV/Å):
H 0.5 -0.2 -0.8
N -0.5 0.6 0.6
C -0.4 -1.2 0.8
N 0.7 0.6 0.2
H -0.1 0.1 -0.3
H 0.1 -0.3 -0.1
H -0.3 0.4 -0.4
N -0.7 0.0 -0.8
H 0.6 -0.4 0.6
H 0.2 -0.1 -0.3
H -0.1 0.5 0.6

Properties
* E_LUMO: 0.68 eV
* Kohn-Sham gap: 9.9 eV
* HOMO: -9.21 eV
* SMILES: [H]/N=C/N.N

---

No. 5
The following is a quantum chemistry calculation of a single CH7N3O molecule, from OMol25.

CARTESIAN COORDINATES (ANGSTROEM)
N: 1.170 -1.516 -0.306
C: 0.808 -0.076 -0.272
N: -0.609 -0.150 -0.057
N: -1.136 1.240 -0.166
O: -2.124 1.436 0.869
H: 2.163 -1.629 -0.498
H: 0.922 -1.931 0.589
H: 1.317 0.410 0.565
H: 1.086 0.389 -1.223
H: -0.987 -0.701 -0.833
H: -0.463 1.979 0.067
H: -2.146 0.548 1.266

Force components x, y, z for each atom (eV/Å):
N 0.4 0.6 -0.5
C 0.8 -2.1 0.4
N -0.6 2.8 0.3
N -0.9 -0.7 -0.6
O 0.3 -0.8 -0.1
H -0.3 -0.1 0.2
H 0.3 0.1 -0.2
H -0.3 0.4 -0.1
H 0.1 0.0 0.0
H -0.1 0.6 0.2
H 0.4 -1.1 0.1
H -0.1 0.3 0.2

Properties
* E_LUMO: 0.99 eV
* Kohn-Sham gap: 9.6 eV
* HOMO: -8.66 eV
* SMILES: NCNNO

---

No. 6
The following is a quantum chemistry calculation of 2 unconnected molecules or ions with the total composition CH7N3O, from OMol25.

CARTESIAN COORDINATES (ANGSTROEM)
N: -0.199 -0.263 1.121
C: -0.594 -0.175 -0.080
N: -1.930 -0.308 -0.474
N: 0.262 -0.093 -1.164
H: -0.936 -0.172 1.807
H: -2.623 -0.497 0.201
H: -2.265 0.204 -1.260
H: 0.000 0.345 -2.020
H: 1.209 0.026 -0.807
O: 2.440 0.602 0.651
H: 1.615 0.430 1.105
H: 3.021 -0.099 0.920

Force components x, y, z for each atom (eV/Å):
N 1.0 0.4 0.6
C -1.8 -0.3 -1.7
N 0.8 0.2 -0.3
N 0.7 -0.5 1.9
H -0.2 -0.3 -0.1
H -0.5 0.0 0.9
H 0.0 0.2 -0.5
H -0.2 0.1 -0.2
H 0.0 0.4 -0.7
O 0.6 0.7 -0.6
H -0.9 -0.3 0.5
H 0.4 -0.4 0.2

Properties
* E_LUMO: 0.88 eV
* Kohn-Sham gap: 10.2 eV
* HOMO: -9.28 eV
* SMILES: N=C(N)N.O

---

The records above give, respectively, relative energy (zero: lowest compared OMol25 entry of this formula, charge and spin) values of 0.806 2.296 5.373 0.591 4.231 0.695 eV.
The records above give, respectively, E values of -550.00431 -549.67087 -206.36706 -206.54276 -281.69433 -281.82431 Ha.